# C4H25N2O10

9 unconnected molecules or ions with the total composition C4H25N2O10 (ωB97M-V/def2-TZVPD, the Open Molecules 2025 dataset).

- Molar mass: 261.25 Da
- Net charge: -1
- LUMO level: 2.996 eV
- HOMO energy: -6.35 eV
- HOMO-LUMO gap: 9.3 eV

Atoms and positions in Å:
O  -0.358  2.938  -1.763
H  0.181  -2.643  1.745
O  -0.055  -0.944  4.199
C  2.636  -0.645  0.994
H  0.440  0.985  -0.994
C  -0.797  -1.492  -2.344
H  -1.783  1.245  -0.305
N  2.233  0.423  0.132
H  -0.814  3.570  2.498
O  0.065  -1.779  1.619
H  2.888  1.234  -0.112
H  2.362  -0.646  -2.278
H  0.787  -1.377  -3.612
H  -0.930  -1.178  1.878
H  -1.248  -1.036  -1.460
H  1.619  -1.864  -1.346
O  -2.656  0.583  -3.676
H  2.575  2.079  1.963
O  -0.595  -2.877  -2.218
H  1.068  1.933  1.774
O  -2.065  -0.553  2.154
C  1.446  -0.913  -1.768
O  3.795  -0.858  1.259
H  -1.505  -1.681  -3.132
H  -0.663  -0.867  3.390
H  -1.913  0.070  0.776
H  1.756  -1.306  1.360
H  -2.312  -0.527  2.981
O  -2.085  0.444  -0.245
H  -0.285  -3.304  -1.513
H  -0.394  2.688  -0.866
O  1.759  2.434  2.268
H  -1.819  0.926  -3.633
H  0.711  -1.387  3.826
H  -0.100  2.065  -2.004
H  -3.071  0.265  -2.890
H  -1.303  2.079  2.628
O  -1.165  2.835  2.081
N  0.402  -0.774  -2.845
C  1.019  0.037  -0.622
H  0.176  -0.181  0.100